Record 1
Molecular formula: C3H5IN2
Method: DFT, the ωB97M-V functional and the def2-TZVPD basis

Geometry as XYZ:
```
11
Properties=species:S:1:pos:R:3:forces:R:3:mulliken_charge:R:1
C -0.12742 -2.06417 1.12469 1.017 -0.591 0.041 0.1455
C -0.72047 -1.16034 0.25746 0.491 2.339 -1.202 -0.3873
C 0.05958 1.66446 -1.09870 -1.136 0.926 -0.252 -0.1499
N -0.80223 -2.94991 1.76877 -0.673 -0.222 0.357 -0.5544
N 0.92491 0.67044 -0.83969 -0.176 -2.359 1.110 -0.2459
I -2.51540 -0.25091 0.40682 0.337 -0.256 -0.065 0.2135
H 0.97147 -2.02451 1.08475 -0.167 -0.094 0.116 0.3482
H 0.32593 2.59103 -0.55841 0.049 -0.085 -0.004 0.2573
H -0.98900 1.41785 -0.77706 -0.063 0.173 -0.047 -0.1248
H -0.00082 1.89842 -2.17733 0.056 -0.052 0.063 0.2505
H -0.23623 -3.62465 2.28011 0.266 0.220 -0.117 0.2474
```
Positions in Å, forces in eV/Å.

Computed properties:
Kohn-Sham gap (spin up / spin down), eV: 6.78 / 6.70
E_tot, eV: -14264.6416
Relative energy (zero: lowest compared OMol25 entry of this formula, charge and spin), kcal per mole: 160.6
E_HOMO (spin up / spin down), eV: -8.5 / -8.2
Total charge: 0
Largest force on an atom, eV/A: 2.675

Record 2
Molecular formula: C40H36Br2ClF24N4O9PS
Method: DFT, the ωB97M-V functional and the def2-TZVPD basis

Geometry as XYZ:
```
118
Properties=species:S:1:pos:R:3:forces:R:3:mulliken_charge:R:1
C -2.35060 -3.28365 -1.59295 -1.184 0.418 0.587 -0.4071
O -2.14484 -2.82434 -2.95244 1.183 -1.082 0.550 -0.3388
C -0.94554 -3.39690 -3.53542 1.308 1.600 -1.025 -1.0861
C 0.40619 -2.91578 -2.77123 1.932 -1.026 1.943 -0.0192
C 1.01224 -1.46662 -2.99203 0.458 -2.429 1.345 0.2786
N 0.22546 -0.72711 -3.97593 0.327 -0.447 0.384 -0.1865
C 2.31102 -0.95265 -2.24325 -2.333 -4.553 -0.076 0.0975
C 2.90846 -2.09170 -1.35297 -1.563 -0.542 -0.731 0.6098
C 2.34601 -3.50693 -1.12521 -1.798 0.570 -1.139 -0.2800
C 3.05306 -4.59016 -0.15085 0.187 0.233 -0.086 -1.2222
C 4.09115 -5.52022 -0.97425 -1.619 -1.467 -2.563 0.1477
O 3.70169 -6.13579 -2.00310 1.405 2.346 3.704 -0.4656
C 1.04328 -3.95376 -1.82211 1.711 4.185 -0.966 0.1632
Cl 0.31761 -5.61778 -1.56539 1.068 2.231 -0.273 -0.1761
S 4.48061 -1.81218 -0.45150 -1.511 2.087 -0.986 -0.4326
C 4.33123 0.04437 -0.22034 0.113 1.378 0.528 0.1828
C 5.03276 0.48173 1.06165 -1.415 3.018 -1.522 -0.6729
C 5.06433 1.96705 1.45244 -0.645 -1.250 -3.294 0.0691
C 5.75086 2.39661 2.82030 -3.093 0.095 1.943 -0.7997
Br 7.68982 2.71347 3.07956 -1.692 -0.475 -0.648 -0.1263
C 4.88214 2.52567 3.95057 1.139 -0.501 -2.561 0.3474
C 3.29937 2.26238 3.89379 0.440 -0.085 0.888 -0.8689
Br 5.63263 3.02908 5.72224 -0.948 -0.449 -1.600 -0.1696
C 4.44383 2.96257 0.42889 0.534 -2.097 0.479 0.1110
C 4.54753 4.47676 0.96506 -1.648 -0.997 0.402 -0.4554
O 5.88474 4.98981 1.10904 -1.603 1.731 2.006 -0.1771
O 6.80881 4.29789 0.39379 2.013 -2.071 -2.596 -0.3373
C 3.76024 2.51734 -0.93665 0.261 -3.263 2.556 0.4892
P 3.24711 3.96675 -1.93772 3.184 4.525 -0.579 1.1002
N 4.52713 4.98181 -2.00543 -1.399 -2.339 0.675 -0.8492
O 1.94732 4.75761 -1.10545 1.435 -1.495 -2.714 -0.5214
O 2.89635 3.96808 -3.57823 -0.544 -1.305 1.789 -0.4357
C 3.59300 0.96462 -1.27380 2.331 1.762 3.955 0.5067
N 2.88961 0.41575 -2.41642 -0.525 -1.664 2.173 0.3865
C 2.03228 1.24039 -3.20423 -2.867 3.003 -4.359 0.0767
C 0.73766 2.00681 -2.72652 2.160 -0.507 -3.583 0.0924
C -0.04568 2.78790 -3.80737 1.534 -1.327 0.546 -0.6149
N 0.23595 2.89118 -5.20225 2.885 -2.773 3.095 -0.1827
C 1.39352 2.16337 -5.62853 0.856 -0.845 2.144 -0.0311
C 2.35261 1.30917 -4.75038 -3.295 2.062 2.217 -1.0359
H -2.42973 -4.42450 -1.55153 0.378 1.559 0.040 0.2240
H -3.37123 -2.85387 -1.26145 1.606 -0.689 -0.655 0.2386
H -1.57799 -2.84449 -0.86918 -0.819 -0.901 -1.073 0.1653
H -0.86847 -2.93163 -4.59293 -0.337 -0.835 1.706 0.2931
H -0.98778 -4.52486 -3.69346 0.056 1.445 0.722 0.4505
H 0.30796 -1.11803 -4.93484 0.059 0.348 1.079 0.2917
H -0.76987 -0.71320 -3.70821 0.744 -0.150 -0.181 0.3095
H 2.28071 -5.33125 0.29124 1.023 1.309 -1.033 0.4049
H 3.53754 -4.09306 0.76988 -0.527 -0.604 -1.669 0.3805
H 5.17390 -5.69010 -0.63172 -1.349 0.485 -0.102 0.3118
H 5.53702 -0.24442 1.80261 -1.077 0.989 -1.632 0.2629
H 2.98106 1.54502 3.06351 0.763 1.263 1.029 0.1262
H 2.99927 1.76805 4.88457 0.477 0.751 -1.412 0.3412
H 2.70756 3.24027 3.82766 1.000 -1.271 -0.017 0.3389
H 3.88341 5.22089 0.41604 1.223 -1.173 0.337 0.3354
H 4.11349 4.42631 2.04168 0.916 0.030 -1.613 0.1713
H 7.72649 4.51821 0.69172 -1.536 0.327 0.471 0.3372
H 5.34922 4.54390 -1.56778 -0.385 0.500 -0.004 0.2540
H 1.76233 5.53478 -1.68746 0.089 -0.513 0.639 0.3711
H 3.66528 3.52376 -4.02187 -0.816 0.840 0.629 0.3620
H 0.42861 1.96076 -1.63083 0.364 0.214 -1.770 0.3658
H -0.99146 3.33767 -3.43943 1.718 -0.934 -0.798 0.3361
H 1.66941 2.22527 -6.74526 -0.677 -0.018 2.098 0.3314
H 3.24788 0.75771 -5.20616 -1.538 0.928 0.827 0.2752
F 2.09565 -1.09753 5.83334 -0.089 -0.016 -0.129 -0.2415
C 1.97986 -1.56251 4.57508 0.773 0.157 -0.220 0.0740
F 2.58658 -0.64818 3.77502 -0.257 -0.224 -0.207 -0.1798
C 0.52429 -1.75526 4.14817 -0.941 0.315 0.168 1.0072
F -0.13777 -0.57420 4.12264 0.321 -0.062 0.089 -0.2719
F 0.52925 -2.20924 2.85918 0.388 -0.192 0.228 -0.3177
C -0.29250 -2.77015 4.97611 -0.609 -0.613 -0.149 -0.9140
O -1.13987 -2.23958 6.00321 1.292 0.664 0.672 -0.2721
C -0.53637 -1.98233 7.25426 -0.226 -1.389 -1.251 0.6385
F 0.69632 -2.52376 7.28000 -0.120 0.320 0.488 -0.2955
F -1.26427 -2.67335 8.16532 -0.093 0.486 0.129 -0.2963
C -0.54346 -0.49370 7.61830 -0.133 0.867 0.231 0.3756
F 0.10510 0.25036 6.69744 -0.162 -0.306 -0.012 -0.2013
F 0.08347 -0.28523 8.80172 -0.087 -0.440 -0.064 -0.2795
H 2.54112 -2.49785 4.49682 -0.144 -0.089 -0.038 0.2281
H -0.98996 -3.23711 4.27508 0.018 0.303 0.010 0.4480
H 0.32217 -3.59695 5.34226 0.137 0.311 0.044 0.3125
H -1.56702 -0.11634 7.69727 -0.057 -0.221 -0.044 0.1610
F -5.70618 -1.51871 8.88614 0.034 -0.042 -0.168 -0.2441
C -4.72352 -1.47529 7.96731 0.372 0.606 0.367 0.2612
F -4.52482 -0.16088 7.68457 0.104 -0.101 -0.307 -0.2819
C -5.07171 -2.24426 6.69215 -0.754 -0.341 -0.536 0.9479
F -6.13380 -1.69065 6.05958 0.128 0.086 0.293 -0.2817
F -4.01711 -2.11722 5.83323 0.115 -0.014 0.456 -0.2639
C -5.32493 -3.75673 6.86923 0.142 -0.734 -0.387 -0.8384
O -6.69082 -4.18282 6.95536 -0.217 0.945 1.142 -0.4193
C -7.30783 -4.12655 8.22613 1.437 -0.933 -0.799 0.7726
F -6.37616 -3.88896 9.16941 -0.501 0.064 0.195 -0.2765
F -7.77164 -5.37444 8.46801 -0.369 0.395 -0.037 -0.2964
C -8.47372 -3.13344 8.27305 -0.703 0.501 -0.051 0.1997
F -8.07816 -1.88071 7.96168 0.131 -0.285 -0.071 -0.2110
F -9.00758 -3.07685 9.51767 0.266 -0.344 -0.044 -0.2542
H -3.80562 -1.86052 8.42056 0.001 -0.158 -0.116 0.1439
H -4.95938 -4.23018 5.95378 -0.184 0.228 -0.012 0.4419
H -4.71273 -4.19020 7.66470 -0.152 0.301 0.093 0.3538
H -9.26073 -3.42302 7.57160 0.153 -0.195 -0.009 0.2369
F -2.11309 2.77724 -11.17814 -0.118 0.072 0.077 -0.1942
C -3.31325 3.26004 -11.55168 0.151 -0.009 -0.863 0.0984
F -3.07591 4.11451 -12.57970 -0.258 0.134 0.176 -0.2780
C -4.03795 3.98555 -10.41706 0.178 0.477 0.862 0.8819
F -3.35209 5.08477 -10.02326 0.071 -0.230 -0.224 -0.2697
F -5.22623 4.44390 -10.91322 0.100 -0.426 -0.203 -0.3310
C -4.37229 3.13155 -9.17515 -0.598 -0.095 0.588 -0.7128
O -3.48100 3.23082 -8.05711 1.130 -0.386 -0.901 -0.3896
C -2.32918 2.41104 -8.07214 -1.770 -0.182 0.115 0.6775
F -2.43288 1.50739 -9.06713 0.481 -0.039 0.164 -0.2859
F -2.36456 1.70141 -6.92081 0.384 0.297 -0.097 -0.2645
C -1.02959 3.22051 -8.13161 0.384 0.896 0.260 0.3109
F -0.97996 4.00802 -9.22855 -0.237 -0.151 0.028 -0.2280
F 0.04587 2.40558 -8.18758 -0.235 -0.457 -0.172 -0.2685
H -3.91595 2.43352 -11.93846 -0.118 0.020 0.131 0.2709
H -5.31948 3.52042 -8.79118 0.224 0.180 -0.060 0.4104
H -4.58784 2.09096 -9.43222 0.287 0.125 -0.156 0.3236
H -0.92629 3.86131 -7.25255 -0.205 -0.228 0.091 0.2376
```
Positions in Å, forces in eV/Å.

Computed properties:
Kohn-Sham gap, eV: 7.31
E_tot, eV: -304384.5498
E_HOMO, eV: -8.0
Total charge: 0
SMILES: COCc1c(N)c2c(c(CC=O)c1Cl)Sc1cc(/C(Br)=C(\C)Br)c(COO)c(P(=N)(O)O)c1N2c1ccncc1.FC(F)C(F)(F)COC(F)(F)C(F)F.FC(F)C(F)(F)COC(F)(F)C(F)F.FC(F)C(F)(F)COC(F)(F)C(F)F
Largest force on an atom, eV/A: 6.020

Record 3
Molecular formula: C31H48FN2O10
Method: DFT, the ωB97M-V functional and the def2-TZVPD basis

Geometry as XYZ:
```
92
Properties=species:S:1:pos:R:3:forces:R:3:mulliken_charge:R:1
C 2.90915 1.11764 4.71861 0.395 0.503 0.358 -0.2665
C 2.28757 1.67151 3.85941 -0.433 0.257 -0.191 -0.5949
N 1.49444 2.21906 2.79287 0.927 -0.979 0.643 0.4767
C 2.38430 2.23582 1.58404 1.781 -0.652 -1.844 -1.2143
N 3.59309 3.05065 1.74543 -0.936 0.244 -0.537 -0.4599
C 0.36777 1.23599 2.56932 -1.256 -0.454 0.269 -2.0090
C -0.69226 1.68595 1.51826 -1.375 0.878 0.963 3.1002
C -2.03877 0.98840 1.94099 -0.155 0.116 -0.069 -1.1995
C -3.25210 1.29977 1.38650 0.370 -0.040 0.152 -1.1134
C -0.41465 1.22950 0.04267 -0.361 -0.750 -0.309 -1.5209
C 0.13645 -0.19727 -0.12441 1.068 -0.551 -0.345 0.4173
C 1.25135 -0.36388 -0.99342 -0.027 -0.203 0.112 -0.3121
C 1.86230 -1.61576 -1.25607 -0.751 -0.262 0.680 -0.8665
C 1.37385 -2.77439 -0.59921 -0.583 1.353 0.342 -0.5102
C 0.26658 -2.61617 0.30027 0.684 0.014 -0.597 -0.7927
C -0.35156 -1.36436 0.52962 0.566 -0.017 -0.558 0.0956
C -1.01022 3.24490 1.48807 0.551 0.734 -0.693 -1.4857
C 0.16317 4.19834 1.92669 -0.146 -1.206 0.755 -0.9141
C 0.87553 3.52797 3.15711 -0.839 2.267 0.433 0.2277
C 1.81548 4.52715 3.91247 -1.016 -0.079 -0.184 -0.9825
C 1.44189 4.75909 5.39711 1.276 0.262 0.349 0.3907
O 2.27595 5.14509 6.13965 -0.359 -0.036 0.102 -0.4434
F 0.17711 4.55520 5.87467 0.536 -0.167 -1.245 -0.2542
H 3.56294 0.80933 5.53454 -0.606 -0.027 -0.661 0.4941
H 2.72556 1.18571 1.43332 -0.488 0.600 0.312 0.6166
H 1.87952 2.52277 0.64255 -0.637 -0.181 0.988 0.7542
H 3.30275 4.01034 1.52805 0.443 -0.112 0.206 0.4003
H 4.19376 2.80583 0.93907 -0.079 0.128 0.788 0.1742
H -0.16310 1.15065 3.54426 0.624 0.226 -0.519 0.5833
H 0.82556 0.24381 2.39264 -0.268 0.597 -0.313 0.6915
H -2.04096 0.19816 2.72672 0.605 -0.610 -1.653 0.4858
H -3.68504 2.31614 1.40941 0.928 -0.215 -1.501 0.2357
H -3.80534 0.50679 0.84586 -0.731 0.142 1.829 0.4209
H -1.39533 1.27119 -0.48597 0.616 0.138 0.444 0.6418
H 0.23748 1.94130 -0.51553 -0.252 -0.433 0.583 0.5664
H 1.66404 0.53165 -1.49265 -0.294 -0.508 0.222 0.4270
H 2.70707 -1.69953 -1.96115 -0.555 0.155 0.475 0.4159
H 1.86730 -3.74194 -0.77875 -0.532 0.503 0.210 0.4101
H -0.10671 -3.50769 0.82558 0.118 0.521 -0.300 0.3982
H -1.21492 -1.30882 1.20767 0.489 -0.063 -0.389 0.4168
H -1.91189 3.51936 2.07782 0.680 -0.455 -0.193 0.4560
H -1.25460 3.48871 0.42898 -0.017 -0.124 0.753 0.3214
H 0.86324 4.43462 1.10109 -0.302 -0.089 0.475 0.2223
H -0.24319 5.14908 2.33526 0.213 -0.580 -0.484 0.5641
H 0.04388 3.29228 3.86121 0.680 -0.136 -0.437 0.5909
H 2.89040 4.27571 3.89421 -0.615 -0.057 0.121 0.3589
H 1.71941 5.52152 3.41677 0.076 -0.608 0.391 0.6033
C 7.30391 5.92436 -3.67685 -0.325 -0.138 -0.070 -1.1012
C 7.94553 5.15859 -2.53856 0.411 0.410 -0.442 -0.1577
O 6.95139 4.58071 -1.67441 -0.097 -0.257 0.227 -0.3687
C 6.38269 3.46591 -2.12256 0.243 0.450 -0.145 0.6494
O 6.62460 2.90444 -3.15489 -0.120 -0.157 0.119 -0.5331
O 5.46030 3.07811 -1.22141 -0.176 -0.185 0.193 -0.2668
C 4.70962 1.93236 -1.62749 -0.092 -0.134 -0.150 -0.4250
H 6.59375 6.65873 -3.29207 0.141 0.074 0.041 0.2919
H 8.06101 6.43911 -4.26862 0.008 -0.010 0.063 0.3596
H 6.74851 5.25677 -4.33667 0.123 -0.033 -0.011 0.3142
H 8.52867 5.84147 -1.92173 -0.196 -0.124 0.228 0.2918
H 8.62931 4.39164 -2.90463 -0.208 -0.121 0.033 0.3162
H 5.36220 1.10745 -1.90970 -0.011 0.096 -0.089 0.3748
H 4.04742 2.19570 -2.45338 0.106 -0.100 -0.068 0.3006
H 4.10027 1.61465 -0.78106 0.086 0.111 0.067 -0.0668
C -2.01552 -8.17956 -2.60902 -0.074 0.206 0.239 -1.0903
C -1.72173 -7.51708 -3.93939 0.199 -0.579 0.125 -0.1689
O -2.45815 -6.29415 -4.08433 0.079 0.217 -0.115 -0.3883
C -1.95898 -5.24294 -3.43555 -0.217 -0.255 0.054 0.7828
O -0.96190 -5.22863 -2.75938 0.064 0.041 -0.049 -0.5593
O -2.77289 -4.20341 -3.63725 0.098 -0.002 -0.112 -0.3458
C -2.37431 -3.02816 -2.93695 -0.050 0.410 0.186 -0.6656
H -3.09100 -8.31007 -2.47573 0.026 -0.106 -0.113 0.2884
H -1.52951 -9.15394 -2.54864 -0.025 0.018 -0.053 0.3666
H -1.66166 -7.56764 -1.77835 0.095 -0.024 -0.069 0.2921
H -2.04526 -8.16849 -4.75074 -0.161 0.251 -0.068 0.3061
H -0.65332 -7.34128 -4.07395 -0.074 0.190 0.093 0.3036
H -1.33901 -2.76552 -3.15388 0.006 -0.143 0.087 0.3160
H -2.51467 -3.17421 -1.86496 0.156 0.021 -0.010 0.2551
H -3.01569 -2.21241 -3.26447 -0.121 -0.210 -0.118 0.3028
C -6.12698 -4.76576 -1.60946 0.226 0.033 0.202 -0.8452
C -7.35212 -3.93459 -1.28582 0.107 -0.244 -0.581 -0.2744
O -7.47218 -3.71384 0.12824 -0.066 0.227 0.106 -0.3682
C -6.68169 -2.76901 0.62915 -0.052 -0.296 -0.040 0.7820
O -5.89945 -2.09082 0.00939 -0.008 0.066 0.080 -0.5617
O -6.88487 -2.71009 1.95040 -0.007 0.074 -0.152 -0.3390
C -6.02668 -1.78891 2.61539 0.151 0.219 0.300 -0.6299
H -6.12914 -5.69160 -1.03124 -0.118 -0.028 -0.094 0.3204
H -6.09707 -5.01075 -2.67169 -0.032 0.009 0.027 0.3709
H -5.21047 -4.23132 -1.35519 -0.054 0.066 -0.088 0.1046
H -8.24918 -4.47302 -1.58974 -0.063 0.042 0.301 0.3131
H -7.34798 -2.98570 -1.82433 0.097 0.049 0.197 0.3074
H -6.07469 -0.80248 2.15480 0.071 -0.087 -0.075 0.2825
H -5.00249 -2.16557 2.60711 0.006 0.106 -0.095 0.2584
H -6.35882 -1.70622 3.64799 -0.164 -0.197 -0.093 0.2863
```
Positions in Å, forces in eV/Å.

Computed properties:
Kohn-Sham gap, eV: 8.56
E_tot, eV: -59087.0219
E_HOMO, eV: -11.3
Total charge: +1
Largest force on an atom, eV/A: 2.646

> Among the records above, which one has the lowest largest force on an atom?

C31H48FN2O10